*A*
ORCA calculation (the ωB97M-V functional and the def2-TZVPD basis) on a 9-piece molecular cluster, H18O9 overall.

Last column: Mulliken charge in e.
Element x y z (Å)
O: -0.32992 0.18783 -2.71656  -0.601
H: 0.32750 0.40916 -3.37613  0.285
H: -0.98615 0.88081 -2.78985  0.276
O: 2.16418 2.58953 -0.57915  -0.610
H: 1.77413 1.74993 -0.33589  0.362
H: 1.80328 2.77990 -1.44503  0.280
O: -0.08331 -1.76467 -1.05432  -0.733
H: -0.93062 -2.20754 -1.10066  0.274
H: -0.17334 -1.01247 -1.63939  0.368
O: 0.51124 0.41177 0.57065  -0.859
H: 0.22330 -0.32364 0.02982  0.464
H: -0.22921 1.01834 0.56482  0.466
O: -1.81110 1.95997 0.55364  -0.626
H: -2.25659 2.15825 1.37733  0.285
H: -1.85976 2.77404 0.05247  0.269
O: 2.87515 0.66933 2.27584  -0.633
H: 2.11152 0.56919 1.70744  0.373
H: 2.52378 1.03512 3.08760  0.285
O: -0.79190 -1.70775 3.23519  -0.641
H: -1.27517 -2.32958 2.69112  0.306
H: -0.45964 -1.05623 2.61765  0.345
O: -2.95038 -0.09275 -0.61851  -0.626
H: -3.79461 0.17428 -0.25491  0.262
H: -2.31409 0.48515 -0.19731  0.389
O: 2.36568 -3.08964 -0.91349  -0.651
H: 1.71632 -2.39301 -1.00978  0.422
H: 1.84972 -3.87532 -0.73257  0.269

## Properties
Kohn-Sham gap, hartree: 0.362
Multiplicity: 1

*B*
ORCA calculation (the ωB97M-V functional and the def2-TZVPD basis) on a 9-piece molecular cluster, H18O9 overall.

Last column: Mulliken charge in e.
Element x y z (Å)
O: -14.98338 -0.98819 2.20866  -0.593
H: -14.74159 -0.86787 3.13860  0.310
H: -15.93205 -0.83433 2.17089  0.266
O: -11.64588 -1.22451 2.57287  -0.648
H: -10.83184 -1.49007 3.02363  0.331
H: -12.30823 -1.86500 2.86465  0.313
O: -14.86117 1.77646 5.62641  -0.644
H: -14.55535 1.96428 4.72963  0.308
H: -14.57367 2.53330 6.15106  0.302
O: -13.85089 -3.97460 4.27577  -0.651
H: -14.05631 -3.05017 4.49372  0.358
H: -13.51817 -4.34972 5.09697  0.303
O: -15.37007 -0.49422 7.28626  -0.673
H: -15.22818 0.20818 6.62095  0.343
H: -15.06465 -0.10682 8.11405  0.270
O: -17.37686 -2.26672 4.48496  -0.636
H: -17.89781 -2.73388 3.82012  0.294
H: -17.47613 -1.33327 4.26528  0.289
O: -13.86669 -1.20650 5.09491  -0.478
H: -14.72668 -1.18917 5.54645  0.284
H: -13.27138 -0.75542 5.69922  0.274
O: -9.68806 -1.74272 4.80176  -0.619
H: -10.48759 -1.47563 5.26832  0.293
H: -8.96857 -1.53835 5.40888  0.310
O: -17.05791 -2.70411 7.18951  -0.673
H: -17.26458 -2.72551 6.23549  0.401
H: -16.39619 -1.99464 7.28452  0.367

## Properties
Kohn-Sham gap, hartree: 0.360
Multiplicity: 1

The structure shown above that is most stable: *A*.